Molecular formula: C10H30AlO30S5Y2
Method: DFT, ωB97M-V/def2-TZVPD

Geometry as XYZ:
```
78
Properties=species:S:1:pos:R:3
Y -5.07769 18.77970 0.97569
Y -10.18521 18.23437 0.52820
Al -7.42213 17.30715 -3.92672
S -8.01689 19.53261 2.91991
O -7.94568 19.37608 4.37282
O -9.20754 18.94765 2.37301
O -7.95944 20.90002 2.48046
O -6.88271 18.84135 2.24346
S -3.92972 18.19079 -2.37829
O -2.68377 18.93420 -2.53397
O -4.68664 18.71470 -1.18294
O -4.82728 18.29149 -3.53391
O -3.50780 16.83054 -2.14676
S -11.13334 17.00406 -2.00400
O -10.04839 16.92751 -2.92698
O -12.45716 16.59205 -2.52257
O -10.86614 16.46822 -0.66760
O -11.16155 18.39164 -1.55226
S -7.60523 20.23724 -1.03025
O -8.72385 19.48716 -0.45172
O -7.84570 21.63973 -1.14966
O -6.44806 20.10793 -0.10323
O -7.36945 19.59983 -2.29789
S -7.26682 16.16089 -0.01014
O -8.49325 16.84953 0.44873
O -7.19591 14.92458 0.71379
O -7.17918 16.04718 -1.45151
O -6.12754 16.97220 0.41301
C -3.20688 16.30977 1.81569
C -3.35918 16.93338 3.25233
O -4.57002 17.60639 3.22576
O -3.16602 17.40491 0.83038
H -4.13118 15.78622 1.57144
H -2.32429 15.68089 1.93247
H -2.58086 17.62031 3.58467
H -3.47126 16.14581 3.99750
H -4.89473 17.85200 4.09515
H -2.53972 17.14571 0.15055
C -11.57632 16.84823 3.07851
C -12.75123 17.33928 2.28577
O -12.42342 18.44424 1.45780
O -10.57678 16.49932 2.12093
H -11.76666 16.06051 3.80745
H -11.11910 17.59102 3.73220
H -13.48655 17.77406 2.96282
H -13.21402 16.49039 1.78248
H -13.15273 19.06325 1.37689
H -10.11445 15.69132 2.35541
C -6.79671 14.68107 4.22196
C -8.08296 15.43416 3.78472
O -8.88489 14.67333 2.85750
O -5.88945 14.50521 3.06549
H -6.83376 13.68782 4.66938
H -6.44887 15.29000 5.05641
H -7.95904 16.32436 3.16806
H -8.67475 15.53932 4.69402
H -8.45653 14.63000 1.99945
H -6.34528 14.77882 2.26615
C -3.96279 14.35166 -3.98755
C -4.42334 13.15744 -4.94148
O -5.40991 12.55879 -4.16695
O -5.06739 15.17276 -3.38821
H -3.11507 14.91960 -4.37083
H -3.56439 13.95935 -3.05188
H -3.65454 12.41206 -5.14500
H -4.69275 13.51509 -5.93527
H -5.37014 12.97872 -3.30459
H -4.69353 15.51957 -2.57487
C -4.76261 12.93747 0.38683
C -3.59696 12.01462 0.06688
O -2.49352 12.13979 0.93954
O -5.71738 13.22003 -0.68769
H -4.32641 13.88929 0.68992
H -5.19063 12.53272 1.30392
H -3.10839 12.23237 -0.88285
H -4.05586 11.02617 0.04453
H -2.80734 12.35580 1.82072
H -6.39318 13.74263 -0.24976
```

ΔE to the lowest compared entry with this formula, charge and spin: 0.0 kcal per mole
LUMO energy: -3.947 eV
total charge: -1
energy: -135145.818 eV
HOMO level: -6.57 eV
HOMO-LUMO gap: 2.618 eV
M: 995.45 g/mol